Record 1
{
  "formula": "C26H83ClNO24PSi",
  "method": "ωB97M-V/def2-TZVPD",
  "lumo_ev": 0.094,
  "largest_force_ev_per_a": 1.42,
  "spin_multiplicity": 1,
  "symbols": ["C", "O", "C", "C", "C", "C", "C", "C", "C", "C", "C", "O", "Si", "C", "C", "C", "C", "C", "O", "Cl", "N", "C", "O", "C", "C", "C", "C", "C", "C", "C", "O", "C", "C", "O", "P", "C", "O", "H", "H", "H", "H", "H", "H", "H", "H", "H", "H", "H", "H", "H", "H", "H", "H", "H", "H", "H", "H", "H", "H", "H", "H", "H", "H", "H", "H", "H", "H", "H", "H", "H", "H", "H", "H", "H", "H", "H", "H", "H", "H", "H", "H", "H", "H", "H", "H", "H", "O", "H", "H", "O", "H", "H", "O", "H", "H", "O", "H", "H", "O", "H", "H", "O", "H", "H", "O", "H", "H", "O", "H", "H", "O", "H", "H", "O", "H", "H", "O", "H", "H", "O", "H", "H", "O", "H", "H", "O", "H", "H", "O", "H", "H", "O", "H", "H", "O", "H", "H"],
  "positions_angstrom": [[-0.145601, 1.813626, -5.136509], [-0.507758, 0.442203, -5.108320], [-1.817198, 0.207980, -4.625980], [-1.856798, 0.208550, -3.095675], [-1.361396, -1.134958, -2.519770], [-0.744465, -0.946996, -1.129364], [-0.167873, -2.207201, -0.421850], [-0.601686, -3.460796, -1.217185], [1.379964, -2.325953, -0.241163], [2.210843, -1.050470, 0.106390], [2.451495, -0.016622, -0.985856], [3.593931, 0.766882, -0.591987], [3.380367, 2.424056, -0.534308], [4.927833, 3.251839, 0.094231], [1.952134, 2.918458, 0.581906], [2.957528, 3.061936, -2.261206], [2.111709, -2.943149, -1.459085], [2.199595, -4.438792, -1.580630], [2.070615, -5.284895, -0.775286], [2.575379, -4.974173, -3.296882], [1.425674, -3.152585, 0.977097], [0.218519, -3.442288, 1.550493], [-0.001918, -4.345911, 2.325198], [-0.764686, -2.393778, 1.011472], [-2.208629, -2.939309, 0.991405], [-2.954850, -3.008496, 2.321533], [-3.945761, -1.861487, 2.672133], [-4.000342, -0.631852, 1.745842], [-4.143933, 0.681736, 2.565904], [-4.896517, 1.762514, 1.817214], [-4.203780, 2.131848, 0.611897], [-3.117606, 2.911168, 0.809476], [-2.140963, 2.832665, -0.329792], [-2.958476, 3.603541, 1.780516], [-0.693934, -0.978274, 2.303702], [0.761868, -1.302627, 3.370077], [-0.117681, 0.393643, 1.523452], [0.861257, 1.913976, -4.732359], [-0.192360, 2.196419, -6.158052], [-0.810769, 2.419976, -4.514313], [-2.113664, -0.783328, -4.973670], [-2.520721, 0.950497, -5.017479], [-1.213031, 1.006578, -2.714061], [-2.863834, 0.413377, -2.723470], [-2.238356, -1.783174, -2.456004], [-0.675741, -1.603096, -3.229653], [-0.024604, -0.136323, -1.197408], [-1.550054, -0.561484, -0.496685], [-0.252381, -4.365386, -0.715469], [-1.672849, -3.569655, -1.329782], [-0.187039, -3.488943, -2.221262], [1.838724, -0.544108, 0.989838], [3.204960, -1.429108, 0.365436], [2.705094, -0.457607, -1.952145], [1.601401, 0.649799, -1.138688], [4.889392, 4.317862, -0.131527], [4.923988, 3.139808, 1.182050], [5.831762, 2.822454, -0.331350], [1.016304, 2.620806, 0.092056], [1.906887, 4.003531, 0.685854], [1.952440, 2.421799, 1.551635], [2.333083, 2.372857, -2.831732], [2.377261, 3.981359, -2.125656], [3.854461, 3.330553, -2.819172], [3.131436, -2.568136, -1.555381], [1.605806, -2.588512, -2.358712], [2.212295, -3.757279, 1.154006], [-2.124612, -3.952323, 0.611794], [-2.769526, -2.399736, 0.223007], [-3.533721, -3.930898, 2.281475], [-2.269562, -3.151311, 3.158089], [-3.729292, -1.513494, 3.679066], [-4.954779, -2.276982, 2.711242], [-4.888664, -0.700569, 1.111375], [-3.114639, -0.514296, 1.124579], [-4.546993, 0.511006, 3.562018], [-3.125144, 1.054205, 2.736189], [-5.067192, 2.640792, 2.440287], [-5.869434, 1.383040, 1.500747], [-1.251229, 3.408023, -0.099403], [-2.623710, 3.166091, -1.250250], [-1.887302, 1.782630, -0.495513], [0.518407, -2.182380, 3.968403], [0.833266, -0.454278, 4.049787], [1.696603, -1.475536, 2.843692], [-0.894248, 0.891101, 1.244137], [-3.459198, -5.856277, 0.643746], [-4.041954, -6.598014, 0.455105], [-2.746967, -6.242775, 1.166669], [8.181293, 3.419771, -0.607575], [8.930828, 3.788041, -1.086291], [8.586924, 2.846942, 0.049902], [-5.186456, -0.617362, 5.450772], [-5.546060, 0.213525, 5.788162], [-5.728764, -1.298540, 5.861637], [-1.224488, -6.988965, -1.088286], [-1.623418, -6.431038, -1.768779], [-0.277965, -6.862672, -1.209883], [3.379905, -3.336630, -6.096515], [2.883639, -2.513821, -6.034244], [3.199214, -3.770753, -5.253953], [10.328841, 5.275607, 0.564049], [9.924100, 6.142472, 0.460783], [10.056577, 4.994917, 1.444048], [-5.488277, 2.495636, 5.896745], [-5.940897, 2.838238, 5.119371], [-4.586450, 2.836639, 5.823968], [-3.267998, 2.279677, 7.552336], [-3.885550, 1.554148, 7.399233], [-2.604784, 1.908264, 8.142534], [-4.956295, 4.112542, 9.559794], [-4.906607, 3.483834, 8.826913], [-4.658785, 4.941617, 9.172026], [-7.889160, 3.442906, 8.898941], [-6.951883, 3.597230, 9.079220], [-7.974235, 3.546196, 7.947034], [13.247314, 4.108027, 1.707711], [12.394998, 4.128101, 1.259152], [13.884563, 4.301736, 1.014252], [-1.264084, -5.250135, -3.728210], [-1.646889, -4.707554, -4.432784], [-0.317992, -5.230242, -3.907328], [4.438265, 6.608662, -0.204336], [4.146983, 7.130222, 0.550070], [3.967205, 6.984378, -0.954737], [-4.879234, 4.040227, -2.299049], [-5.497570, 4.777216, -2.301982], [-5.048187, 3.588965, -1.463392], [3.778342, -1.272224, -3.891712], [4.435490, -0.753050, -4.368372], [4.304169, -1.866412, -3.346957], [5.706925, -2.697401, -7.686919], [4.889480, -3.115826, -7.378602], [5.612209, -2.632153, -8.641015], [-2.026222, -3.769643, -6.163922], [-2.141590, -4.394067, -6.887468], [-1.704286, -2.962809, -6.578516]],
  "forces_ev_per_angstrom": [[-0.116, -0.085, 0.217], [-0.004, -0.072, -0.095], [-0.180, 0.178, 0.518], [0.362, -0.398, 0.128], [-0.318, 0.362, -0.018], [-0.123, -0.097, -0.106], [-0.765, 0.026, -0.618], [0.291, -0.336, 0.124], [0.537, 0.541, 1.195], [-0.156, -0.007, -0.445], [0.715, 0.264, 0.061], [-0.355, 0.178, 0.110], [0.266, 0.499, -0.133], [-0.444, -0.479, 0.021], [-0.351, -0.484, -0.483], [-0.142, 0.172, 0.423], [-0.486, -0.126, -0.428], [-0.228, -0.045, 0.180], [0.148, 0.007, -0.003], [-0.031, 0.056, 0.057], [0.286, -0.388, -0.406], [-0.185, 0.298, -0.520], [0.080, 0.067, 0.224], [0.754, -0.311, 0.536], [0.509, -0.117, -0.103], [-0.560, 0.056, 0.039], [0.376, -0.004, -0.218], [-0.646, 0.539, 0.855], [0.886, -0.064, -0.583], [-0.632, -0.203, 0.501], [0.260, -0.115, -0.017], [0.211, 0.511, -0.081], [-0.325, -0.373, -0.080], [-0.060, -0.208, 0.131], [-0.269, 0.377, 0.228], [-0.281, -0.166, -0.161], [-0.116, -0.375, -0.102], [0.068, 0.034, -0.162], [0.081, 0.010, -0.024], [-0.002, -0.019, 0.001], [-0.054, 0.043, -0.164], [0.043, -0.032, -0.165], [-0.029, 0.157, -0.163], [-0.031, 0.044, -0.084], [0.141, -0.182, -0.032], [0.159, 0.101, 0.054], [0.070, -0.102, 0.129], [-0.003, 0.023, 0.006], [-0.148, -0.002, 0.065], [-0.021, 0.134, -0.034], [-0.091, 0.161, -0.032], [-0.179, -0.053, -0.070], [0.009, -0.003, 0.054], [-0.201, -0.056, 0.005], [-0.098, -0.096, 0.064], [0.036, -0.028, -0.015], [0.249, 0.005, -0.001], [0.088, 0.070, 0.063], [-0.006, 0.016, 0.086], [0.150, 0.012, 0.146], [0.103, 0.150, 0.095], [0.109, -0.048, -0.092], [0.021, 0.007, -0.079], [-0.004, -0.174, -0.125], [0.102, -0.074, 0.220], [0.210, 0.042, -0.071], [-0.104, -0.124, 0.048], [-0.149, -0.065, 0.087], [-0.161, 0.066, 0.153], [0.011, -0.035, 0.001], [0.202, 0.037, -0.141], [0.054, -0.017, 0.020], [-0.002, 0.012, 0.073], [0.219, -0.112, -0.323], [-0.099, -0.224, -0.197], [-0.354, -0.048, -0.167], [-0.074, 0.025, 0.228], [0.136, 0.095, -0.097], [0.051, 0.072, -0.185], [-0.042, 0.107, -0.047], [0.103, 0.134, 0.000], [0.070, 0.014, -0.036], [0.066, -0.040, -0.015], [0.058, 0.067, -0.067], [0.067, 0.076, 0.079], [0.132, 0.212, 0.047], [-0.239, -0.058, 0.174], [0.037, -0.005, -0.063], [0.130, 0.028, -0.176], [0.013, -0.130, -0.116], [0.020, 0.102, 0.099], [-0.030, -0.011, 0.014], [-0.168, 0.089, 0.307], [0.031, 0.147, -0.075], [0.047, -0.060, -0.046], [0.089, 0.036, -0.023], [0.006, 0.013, -0.031], [0.022, -0.071, 0.029], [-0.253, -0.121, -0.152], [0.125, 0.088, 0.064], [0.135, 0.052, -0.081], [0.159, -0.062, 0.114], [0.017, 0.002, -0.070], [-0.083, 0.009, -0.018], [0.026, 0.005, -0.082], [-0.039, -0.043, 0.004], [0.008, -0.020, 0.055], [-0.215, -0.104, 0.045], [0.062, -0.060, -0.022], [0.066, 0.093, -0.010], [-0.275, -0.126, -0.214], [0.430, -0.023, 0.035], [-0.003, 0.027, 0.049], [0.037, -0.071, -0.091], [-0.073, 0.185, 0.190], [-0.002, -0.019, -0.001], [-0.044, -0.082, -0.011], [0.010, 0.149, -0.058], [0.016, 0.012, 0.017], [0.024, -0.016, 0.003], [-0.003, 0.018, -0.040], [0.008, -0.083, -0.019], [-0.073, 0.123, -0.018], [0.014, -0.024, 0.023], [0.021, -0.015, -0.022], [-0.001, -0.041, 0.146], [0.024, 0.020, -0.045], [-0.009, -0.070, -0.028], [-0.019, 0.040, 0.067], [-0.027, 0.003, -0.051], [0.077, -0.038, -0.090], [-0.068, -0.007, -0.112], [0.055, 0.062, 0.203], [0.041, -0.014, -0.002], [-0.017, 0.000, -0.041], [-0.012, -0.019, 0.022], [0.033, 0.018, 0.059]]
}

Record 2
{
  "formula": "C10H10CdCl2O4",
  "method": "ωB97M-V/def2-TZVPD",
  "lumo_ev": [4.911, 4.911],
  "total_charge": -2,
  "largest_force_ev_per_a": 12.76,
  "spin_multiplicity": 1,
  "symbols": ["C", "C", "C", "H", "C", "C", "H", "H", "H", "H", "Cd", "Cl", "C", "C", "C", "H", "C", "C", "H", "H", "H", "H", "O", "Cl", "O", "O", "O"],
  "positions_angstrom": [[0.908228, -2.055710, 2.032149], [0.972624, -2.056614, 0.623811], [-0.404870, -2.015498, 0.106193], [1.882199, -2.118137, 0.015542], [-1.291236, -1.959928, 1.228436], [-0.478924, -1.944797, 2.432393], [-0.904813, -1.982527, 3.437961], [1.748742, -2.005356, 2.734242], [-0.681403, -2.060663, -0.951812], [-2.391936, -1.935736, 1.194043], [-0.003253, 0.148050, 0.820061], [0.941412, 1.624151, 2.722037], [0.110211, 2.932268, -3.537794], [-1.127694, 2.288397, -3.883601], [-0.815235, 1.046063, -4.536009], [-2.128554, 2.678203, -3.694590], [0.616091, 0.922532, -4.594114], [1.187860, 2.088510, -3.977266], [2.252577, 2.299825, -3.871584], [0.213709, 3.897175, -3.040529], [-1.536772, 0.327941, -4.928400], [1.170369, 0.094203, -5.037956], [-1.276563, -0.627592, 5.354148], [-0.037314, -0.069601, 5.159618], [0.099701, 1.347645, 5.465542], [1.138095, -0.829939, 5.310044], [-0.163241, -0.032856, 3.417441]],
  "forces_ev_per_angstrom": [[-1.125, -0.364, 0.281], [-0.313, -0.266, -0.042], [0.777, 0.865, -0.597], [-0.524, 0.009, 0.230], [0.522, -0.293, 1.704], [-0.491, -2.310, -1.625], [0.375, -0.250, -0.832], [-0.440, 0.015, -0.457], [0.117, -0.119, 0.473], [0.752, -0.013, -0.018], [0.756, 1.193, 1.349], [2.560, 4.101, -3.796], [-0.112, -1.069, -0.629], [1.136, -0.436, -0.259], [0.814, 0.824, 0.383], [0.235, -0.102, -0.009], [-0.626, 0.970, 0.450], [-1.224, -0.232, -0.189], [-0.262, -0.066, 0.019], [-0.024, -0.262, -0.078], [0.168, 0.154, 0.125], [-0.131, 0.182, 0.141], [-3.535, -2.156, 4.078], [1.465, 4.490, -11.850], [-0.136, -1.666, 2.002], [0.962, -1.104, 2.542], [-1.694, -2.096, 6.602]]
}

Record 3
{
  "formula": "C5H8O3",
  "method": "ωB97M-V/def2-TZVPD",
  "lumo_ev": 0.198,
  "largest_force_ev_per_a": 6.88,
  "spin_multiplicity": 1,
  "symbols": ["C", "C", "C", "C", "C", "H", "H", "H", "H", "H", "H", "H", "H", "O", "O", "O"],
  "positions_angstrom": [[-0.334135, 0.898083, 0.459362], [1.343656, 0.887629, 0.307439], [0.357472, -1.076840, -0.915087], [0.011124, -1.612500, 0.415452], [-0.796983, -0.459304, -0.094438], [-0.133502, 2.247021, -1.215451], [-0.352948, 0.972025, 1.679931], [1.940009, 0.292608, 1.294956], [1.917170, 1.763186, -0.283420], [0.318479, -1.813478, -1.749489], [-0.912955, -2.371026, 0.710176], [0.527418, -1.506511, 1.272749], [-2.221687, 0.573965, -0.460287], [-0.979176, 1.802908, -0.440393], [1.443515, -0.148289, -0.734201], [-2.127459, -0.449482, -0.247294]],
  "forces_ev_per_angstrom": [[3.882, -0.261, 1.260], [-0.543, -3.147, -0.975], [-0.334, 0.870, 1.355], [-6.321, -2.702, 0.327], [3.443, 0.755, 1.364], [-4.018, -2.282, 3.744], [-1.364, 0.533, -3.032], [-1.765, 2.685, -2.546], [-1.407, -1.489, 2.242], [0.386, 1.501, 0.193], [2.801, 0.901, -1.638], [2.273, 0.578, 2.468], [-0.565, -2.758, 0.054], [4.023, 3.175, -2.140], [1.090, -0.605, -1.726], [-1.582, 2.245, -0.950]]
}

Copy entry 2 word for word.
{
  "formula": "C10H10CdCl2O4",
  "method": "ωB97M-V/def2-TZVPD",
  "lumo_ev": [4.911, 4.911],
  "total_charge": -2,
  "largest_force_ev_per_a": 12.76,
  "spin_multiplicity": 1,
  "symbols": ["C", "C", "C", "H", "C", "C", "H", "H", "H", "H", "Cd", "Cl", "C", "C", "C", "H", "C", "C", "H", "H", "H", "H", "O", "Cl", "O", "O", "O"],
  "positions_angstrom": [[0.908228, -2.055710, 2.032149], [0.972624, -2.056614, 0.623811], [-0.404870, -2.015498, 0.106193], [1.882199, -2.118137, 0.015542], [-1.291236, -1.959928, 1.228436], [-0.478924, -1.944797, 2.432393], [-0.904813, -1.982527, 3.437961], [1.748742, -2.005356, 2.734242], [-0.681403, -2.060663, -0.951812], [-2.391936, -1.935736, 1.194043], [-0.003253, 0.148050, 0.820061], [0.941412, 1.624151, 2.722037], [0.110211, 2.932268, -3.537794], [-1.127694, 2.288397, -3.883601], [-0.815235, 1.046063, -4.536009], [-2.128554, 2.678203, -3.694590], [0.616091, 0.922532, -4.594114], [1.187860, 2.088510, -3.977266], [2.252577, 2.299825, -3.871584], [0.213709, 3.897175, -3.040529], [-1.536772, 0.327941, -4.928400], [1.170369, 0.094203, -5.037956], [-1.276563, -0.627592, 5.354148], [-0.037314, -0.069601, 5.159618], [0.099701, 1.347645, 5.465542], [1.138095, -0.829939, 5.310044], [-0.163241, -0.032856, 3.417441]],
  "forces_ev_per_angstrom": [[-1.125, -0.364, 0.281], [-0.313, -0.266, -0.042], [0.777, 0.865, -0.597], [-0.524, 0.009, 0.230], [0.522, -0.293, 1.704], [-0.491, -2.310, -1.625], [0.375, -0.250, -0.832], [-0.440, 0.015, -0.457], [0.117, -0.119, 0.473], [0.752, -0.013, -0.018], [0.756, 1.193, 1.349], [2.560, 4.101, -3.796], [-0.112, -1.069, -0.629], [1.136, -0.436, -0.259], [0.814, 0.824, 0.383], [0.235, -0.102, -0.009], [-0.626, 0.970, 0.450], [-1.224, -0.232, -0.189], [-0.262, -0.066, 0.019], [-0.024, -0.262, -0.078], [0.168, 0.154, 0.125], [-0.131, 0.182, 0.141], [-3.535, -2.156, 4.078], [1.465, 4.490, -11.850], [-0.136, -1.666, 2.002], [0.962, -1.104, 2.542], [-1.694, -2.096, 6.602]]
}